20
Properties=species:S:1:pos:R:3:forces:R:3 method="wB97M-V/def2-TZVPD" e_above_lowest_kcal_mol=142.7 e_lumo_ev=1.19 e_tot_ha=-311.7590
C -2.01740 -0.70767 -0.26363 -3.364 -1.758 2.504
C -1.96161 0.75619 0.15779 -0.754 3.886 1.548
C -0.44825 0.75052 -0.24800 -3.781 -4.331 -2.828
C 0.94914 1.10157 -0.01310 2.944 0.902 -0.963
C 1.70667 0.03270 -0.92064 -2.289 -0.979 -1.627
C 1.05441 -1.07272 0.00707 1.813 -0.438 -1.256
C 1.39445 0.01832 1.05251 -0.023 0.761 1.958
C -0.61415 -0.85961 0.17920 5.724 1.796 2.991
H -2.07820 -1.04928 -1.25988 -0.744 0.616 -1.523
H -2.88792 -1.21113 0.33051 1.834 0.150 -0.944
H -2.59423 1.55581 -0.30911 0.430 -0.900 -0.380
H -2.22603 1.07711 1.30691 0.991 -1.801 -2.313
H -0.74156 0.39549 -1.42889 1.689 2.013 2.235
H 1.44243 2.18096 -0.20684 -1.563 -2.247 1.172
H 2.79144 0.07719 -0.73975 -0.522 -0.090 -0.484
H 1.42590 -0.20693 -1.98981 0.423 1.149 0.749
H 1.80194 -1.97181 -0.18852 -2.365 0.924 1.289
H 1.03475 0.01667 2.12133 -0.166 -0.001 -1.119
H 2.44478 0.10549 1.09138 1.318 -0.087 0.649
H -0.47659 -0.98886 1.32147 -1.594 0.433 -1.657